{
  "formula": "C2H3FO2",
  "method": "ωB97M-V/def2-TZVPD",
  "spin_multiplicity": 1,
  "gap_ha": 0.444,
  "largest_force_ev_per_a": 4.4,
  "lumo_energy_ev": 0.608,
  "elements": ["C", "F", "H", "C", "O", "O", "H", "H"],
  "xyz": [[0.464, 0.240, 0.257], [-0.026, 0.782, 1.885], [-0.478, -0.739, -1.426], [-0.736, -0.277, -0.481], [1.606, -0.317, 0.536], [1.556, 0.900, -0.193], [-0.984, -1.132, 0.099], [-1.401, 0.543, -0.677]]
}

{
  "formula": "C36H60FeN4O2S",
  "method": "ωB97M-V/def2-TZVPD",
  "spin_multiplicity": 6,
  "gap_ha": [0.306, 0.190],
  "total_charge": 1,
  "largest_force_ev_per_a": 0.6,
  "lumo_energy_ev": [-1.665, -4.904],
  "elements": ["S", "H", "H", "H", "H", "H", "H", "H", "H", "H", "H", "H", "C", "H", "C", "H", "C", "H", "C", "H", "H", "C", "H", "H", "H", "H", "H", "H", "H", "H", "C", "H", "H", "H", "H", "H", "N", "C", "N", "C", "C", "H", "H", "H", "H", "C", "H", "H", "C", "H", "C", "N", "H", "H", "N", "C", "H", "H", "C", "H", "H", "C", "C", "C", "H", "H", "C", "H", "C", "H", "H", "C", "H", "C", "H", "C", "H", "H", "H", "C", "C", "C", "C", "C", "H", "O", "C", "C", "C", "H", "Fe", "O", "H", "C", "H", "C", "H", "C", "C", "C", "H", "C", "H", "H"],
  "xyz": [[2.534, 0.703, -2.019], [2.534, 7.639, 2.808], [-2.394, -3.170, -0.169], [3.532, 2.189, -4.012], [4.048, 4.257, 2.989], [2.607, -5.600, -3.588], [-2.895, -0.529, -1.392], [-2.774, 0.449, 0.071], [1.409, 7.336, 1.484], [6.895, -5.513, 1.684], [-2.284, 3.122, -1.184], [4.422, -1.645, 2.141], [-2.088, 4.169, -1.403], [0.611, 6.149, -2.246], [1.801, 4.590, 1.351], [3.535, 4.890, -3.071], [1.406, -3.301, -3.197], [2.732, 4.878, 4.002], [2.865, -5.203, -2.605], [4.509, 4.242, -4.389], [2.573, -0.463, 2.490], [1.645, 3.320, 1.880], [4.098, 5.912, 3.594], [-0.241, 2.544, -2.754], [5.733, -3.137, 3.205], [5.135, 4.176, -2.738], [2.766, 0.545, 1.055], [1.287, -3.815, -4.152], [5.170, -5.333, 2.022], [2.145, 3.041, 2.799], [3.436, 5.135, 3.208], [6.642, -1.878, 2.345], [0.189, -1.301, 3.005], [8.170, -3.684, 0.477], [7.422, -3.392, 2.784], [7.329, -2.239, -0.098], [-1.526, -1.246, 0.035], [4.058, -2.046, 1.204], [3.316, 3.019, -0.956], [-1.529, -2.604, -0.531], [-0.147, 3.617, -2.907], [0.896, 3.839, -3.149], [3.860, -5.574, -2.359], [-0.617, -3.127, -0.254], [4.906, -4.272, -1.194], [0.142, 2.682, 0.071], [3.328, 6.426, 0.009], [1.305, -2.232, -3.375], [-0.425, 5.898, -2.004], [-1.573, -2.549, -1.618], [-2.791, -0.571, -0.308], [0.847, -0.166, 1.330], [0.583, -2.222, 1.555], [-1.032, 6.138, -2.878], [3.618, 2.790, -3.210], [0.816, 2.378, 1.268], [-0.756, 6.541, -1.187], [0.600, -3.624, -2.539], [0.219, 4.001, -0.445], [-2.424, 4.772, -0.557], [2.160, -5.612, -1.879], [-1.357, -1.306, 1.503], [6.487, -2.954, 2.436], [0.110, -1.305, 1.910], [7.042, -3.803, -0.871], [-2.675, 4.457, -2.278], [7.223, -3.310, 0.084], [2.804, 2.730, -0.133], [1.892, 6.883, 2.351], [1.115, 5.906, -0.175], [-1.883, -0.459, 1.940], [3.781, 6.055, 0.931], [3.626, -3.496, -4.633], [2.789, -3.667, -2.644], [-0.619, 1.087, 2.108], [2.377, -2.089, -0.556], [4.425, 5.204, 0.687], [0.897, 1.119, 3.008], [3.521, 4.005, -1.012], [2.897, -1.539, 0.688], [4.313, -3.530, -0.679], [6.102, -3.590, 1.100], [1.044, 4.900, 0.214], [3.148, -3.107, -1.261], [1.114, 6.616, 3.067], [1.264, -1.713, -1.022], [5.958, -5.107, 1.302], [2.717, 5.649, 1.961], [4.234, 4.096, -3.349], [-1.830, -2.209, 1.903], [0.163, -0.024, -0.691], [-0.562, 1.733, -0.540], [3.814, -2.031, -3.653], [-0.595, 4.413, -1.673], [5.726, -5.624, 0.370], [3.179, 2.281, -2.060], [4.416, 6.849, 1.328], [3.840, -3.123, -3.630], [2.293, -0.365, 1.431], [0.466, 1.105, 1.998], [-0.754, 3.902, -3.770], [4.799, -3.042, 0.547], [4.848, -3.438, -3.358], [-3.650, -1.109, 0.108]]
}

{
  "formula": "C4H7NS",
  "method": "ωB97M-V/def2-TZVPD",
  "spin_multiplicity": 1,
  "gap_ha": [0.296, 0.296],
  "largest_force_ev_per_a": 5.8,
  "lumo_energy_ev": [0.126, 0.126],
  "elements": ["H", "H", "H", "C", "S", "H", "H", "C", "H", "N", "C", "C", "H"],
  "xyz": [[0.303, 1.781, 2.273], [1.737, -0.906, -2.027], [-0.382, 0.067, 2.459], [-0.806, -0.950, -1.252], [-0.577, 0.150, -2.715], [0.417, -2.026, -2.855], [-1.401, 1.535, 1.915], [-0.472, 0.956, 1.831], [0.207, 1.470, -0.100], [-0.833, -0.479, -0.046], [0.740, -1.002, -2.538], [-0.329, 0.639, 0.409], [-1.229, -1.910, -1.488]]
}

{
  "formula": "C24H66N2O8",
  "method": "ωB97M-V/def2-TZVPD",
  "spin_multiplicity": 1,
  "smiles": "COC[C@H](C)N.COC[C@H](C)N.CC(C)O.CC(C)O.CC(C)O.CC(C)O.CC(C)O.CO",
  "gap_ha": 0.363,
  "largest_force_ev_per_a": 3.3,
  "lumo_energy_ev": 0.499,
  "elements": ["H", "H", "C", "C", "O", "H", "O", "H", "H", "C", "H", "H", "H", "H", "H", "H", "H", "H", "O", "H", "C", "C", "H", "C", "C", "H", "H", "H", "O", "H", "H", "C", "H", "H", "H", "H", "C", "H", "H", "O", "H", "H", "H", "H", "H", "H", "H", "H", "H", "C", "H", "H", "C", "H", "H", "H", "C", "C", "C", "C", "H", "H", "C", "H", "N", "H", "H", "H", "C", "O", "H", "C", "H", "H", "H", "O", "H", "H", "C", "C", "H", "H", "H", "C", "H", "H", "H", "C", "H", "C", "C", "H", "H", "H", "O", "N", "H", "H", "H", "H"],
  "xyz": [[6.969, 1.859, -5.622], [4.313, 0.901, 9.455], [4.950, 3.885, -3.116], [-0.226, 6.581, 5.118], [6.451, 2.021, -3.647], [5.493, 0.283, 7.271], [-3.981, -2.095, -5.817], [1.119, 0.635, 1.263], [-2.739, 8.666, 4.596], [5.393, -4.160, -0.260], [-3.573, -7.844, -0.149], [-6.127, -9.024, 0.135], [5.727, 5.730, -3.246], [-3.176, -6.698, 1.233], [-4.901, 6.123, -6.388], [-3.799, 4.929, -5.963], [-0.931, 1.078, 0.027], [2.742, 4.156, -3.522], [-6.922, -7.440, 0.817], [4.289, -0.669, 6.826], [-0.753, 0.426, 0.882], [-1.707, 8.675, 4.947], [-2.367, -4.858, -4.840], [3.657, 3.815, -4.007], [-3.937, -7.276, 0.707], [-4.820, 3.660, -4.269], [6.142, -4.207, -1.051], [7.627, -2.642, 0.326], [0.221, 8.418, 3.655], [-4.759, -7.914, 2.636], [-4.661, -5.220, -5.180], [-8.172, -7.658, 0.301], [5.393, -1.179, 9.110], [-0.937, 5.922, 5.616], [7.016, 3.899, -3.468], [-3.840, -2.876, -3.964], [6.899, -2.624, 1.137], [4.743, -3.044, 1.497], [-1.309, 7.249, 3.261], [-4.650, 4.392, -3.672], [-8.670, -6.693, 0.384], [-6.600, -9.264, 1.827], [3.636, 2.803, -4.412], [7.297, 0.423, -4.800], [-1.386, 9.706, 4.795], [-1.728, 0.382, 1.367], [-4.622, -6.550, 0.270], [-0.467, -0.565, 0.529], [7.231, -3.458, 1.754], [-4.960, -4.173, -5.154], [4.044, 1.071, 6.850], [-4.968, 7.623, -3.780], [3.960, 0.047, 8.877], [6.155, 3.697, -5.001], [4.416, -4.309, -0.720], [-8.064, -7.988, -0.733], [-0.835, 7.661, 4.153], [-6.129, -8.573, 1.127], [-3.816, -3.191, -5.008], [6.161, 3.422, -3.946], [-4.609, -10.234, 2.006], [5.456, -1.855, -0.992], [4.416, 0.228, 7.432], [-5.488, 4.505, -6.112], [5.120, 5.233, -2.610], [-6.204, 5.652, -4.203], [-1.791, 8.444, 6.009], [-5.611, -4.015, -4.293], [-4.546, 6.659, -3.495], [0.339, 0.925, 1.741], [-2.222, -4.053, -6.359], [5.456, -2.933, 0.680], [1.961, 0.068, 9.876], [-1.770, -3.238, -4.770], [-3.463, 6.696, -3.608], [4.478, -1.139, 9.399], [0.944, 7.792, 3.566], [-8.761, -8.356, 0.895], [-4.725, -8.270, 1.607], [-4.809, 5.264, -5.724], [-4.055, -2.439, -6.710], [-3.152, -9.399, 1.997], [8.385, 1.791, -4.663], [7.333, 1.503, -4.659], [4.277, 5.724, -2.874], [1.996, -0.706, 8.235], [0.259, 7.107, 5.941], [-5.124, 5.536, -4.290], [0.570, 5.959, 4.709], [-2.465, -3.880, -5.311], [2.375, 0.096, 8.868], [5.523, -4.876, 0.551], [6.977, -1.766, 1.804], [-5.421, -3.950, -6.116], [4.935, -1.973, -0.195], [-4.048, -9.529, 1.549], [-4.766, 6.593, -2.430], [4.770, 3.176, -2.309], [2.089, 1.104, 8.567], [3.862, 4.611, -4.723]]
}

{
  "formula": "CH2N4O9",
  "method": "ωB97M-V/def2-TZVPD",
  "spin_multiplicity": 1,
  "smiles": "O=[N+]([O-])O[N+](=O)[O-].NC(=O)O[N+](=O)[O-]",
  "gap_ha": 0.389,
  "largest_force_ev_per_a": 5.5,
  "lumo_energy_ev": -0.260,
  "elements": ["O", "O", "N", "O", "H", "O", "N", "O", "O", "N", "C", "H", "O", "N", "O", "O"],
  "xyz": [[-0.195, -0.107, -0.252], [1.969, -0.813, -1.903], [1.901, -1.298, -0.901], [-2.630, -2.470, -0.385], [-0.859, 2.650, -0.150], [2.488, -0.303, 0.187], [-2.062, -1.697, 0.337], [2.510, 1.332, 1.604], [1.831, 1.643, -0.357], [-1.448, 1.822, 0.106], [-1.272, 0.482, -0.054], [-2.395, 2.152, 0.387], [-2.377, -0.282, -0.016], [2.276, 0.976, 0.506], [-1.403, -1.806, 1.280], [1.668, -2.282, -0.390]]
}

{
  "formula": "C56H52BrFN7OPReSi",
  "method": "ωB97M-V/def2-TZVPD",
  "spin_multiplicity": 2,
  "gap_ha": [0.162, 0.131],
  "total_charge": 2,
  "largest_force_ev_per_a": 0.8,
  "lumo_energy_ev": [-7.330, -7.317],
  "elements": ["C", "H", "H", "H", "H", "H", "Br", "C", "N", "C", "C", "C", "H", "C", "C", "H", "C", "C", "C", "C", "C", "C", "C", "C", "C", "H", "N", "H", "H", "C", "F", "C", "Re", "C", "C", "C", "C", "C", "H", "H", "C", "H", "H", "Si", "C", "H", "H", "H", "H", "C", "C", "H", "C", "H", "H", "N", "C", "H", "H", "H", "C", "H", "C", "C", "N", "C", "H", "C", "N", "H", "C", "H", "H", "C", "C", "H", "H", "C", "H", "C", "H", "C", "H", "H", "H", "C", "H", "H", "C", "N", "H", "H", "C", "H", "P", "H", "H", "C", "C", "H", "H", "H", "C", "C", "C", "C", "C", "C", "H", "C", "C", "H", "C", "H", "H", "C", "H", "C", "H", "N", "O"],
  "xyz": [[-3.468, -2.192, -0.449], [-0.532, -2.013, 0.353], [0.426, -0.461, 5.010], [2.143, 1.714, 1.085], [0.094, 4.439, -2.346], [3.050, 1.035, -2.950], [-1.388, 5.605, 3.834], [-0.817, -2.202, 4.807], [3.953, 1.993, 0.009], [6.882, 2.631, 2.169], [-0.872, -0.326, 3.311], [-1.046, 4.689, 2.225], [-5.219, 4.572, 2.639], [4.775, 2.529, 1.047], [-1.364, 5.272, 1.008], [-4.197, 0.334, -3.311], [-4.674, 3.683, 2.352], [1.059, 2.565, -5.890], [1.716, -3.567, 2.420], [-0.501, 3.417, 2.261], [-1.122, 4.584, -0.169], [-0.685, -2.971, -3.277], [-4.295, 3.499, 1.028], [6.093, 2.115, 1.155], [-2.370, -2.182, 2.968], [0.097, 1.716, 1.100], [0.812, -1.459, -1.918], [-3.174, -2.656, 2.419], [-0.414, -2.686, 5.687], [-6.078, -1.957, 0.475], [1.435, -7.039, 3.132], [4.303, 1.774, -1.304], [0.184, 0.562, -1.600], [-3.800, -1.178, 0.450], [-0.325, -1.804, -2.595], [2.663, 1.643, 0.148], [3.365, -1.800, -0.461], [1.868, -4.251, -1.574], [4.195, -1.216, -0.864], [2.340, -2.710, 2.636], [-1.902, -2.982, -3.937], [1.275, 3.024, -6.844], [2.591, -4.700, -0.887], [2.269, -2.432, -1.856], [0.035, -5.749, 1.797], [-0.565, -6.627, 1.604], [-1.811, 6.256, 0.978], [4.613, 4.678, 3.645], [-5.382, -0.270, 1.595], [7.154, 4.060, 4.140], [-2.739, -1.871, -3.925], [5.280, 2.014, -1.684], [5.017, 3.954, 2.951], [3.214, 3.802, 1.802], [-2.231, -3.766, 4.403], [-1.169, -0.736, -2.593], [0.296, -2.175, 1.023], [2.837, -1.155, 0.241], [-3.685, -1.878, -4.447], [6.498, 1.385, 0.467], [0.072, 3.360, -2.402], [-0.261, 2.967, 3.216], [-0.560, 3.306, -0.155], [3.194, -2.295, -3.469], [2.160, 1.215, -0.996], [-4.437, -3.087, -0.876], [-4.179, -3.862, -1.585], [-3.272, 1.405, 1.618], [-0.261, 2.596, -1.357], [0.870, -4.410, -1.168], [-1.881, -0.941, 2.560], [4.080, -2.934, -3.478], [-6.498, -3.665, -0.749], [0.592, -3.400, 1.555], [6.341, 3.542, 3.072], [2.565, -2.600, -4.309], [-2.950, 1.058, -2.268], [-1.836, -2.811, 4.084], [-1.102, -4.377, 0.622], [1.092, 1.158, -5.753], [-7.096, -1.859, 0.825], [0.821, 0.595, -4.543], [-0.024, -3.824, -3.313], [-4.546, 4.243, 0.285], [3.525, -1.271, -3.653], [-3.664, 1.586, 2.944], [-2.198, -3.868, -4.485], [1.927, -4.816, -2.506], [-5.111, -1.062, 0.908], [7.804, 4.463, 4.995], [1.338, 0.521, -6.590], [-2.459, -2.265, -0.839], [0.461, 2.701, -3.571], [0.893, -1.305, 1.256], [-2.501, -0.108, 1.075], [-0.529, 0.664, 3.032], [-3.288, 2.227, -0.371], [-0.244, -4.521, 1.269], [-3.132, 0.530, -3.204], [2.849, -4.969, 3.603], [-2.825, 1.186, -4.022], [0.701, 4.405, -4.865], [3.189, 1.300, -1.917], [-3.594, 2.365, 0.659], [-2.338, -0.736, -3.239], [-0.277, 2.730, 1.078], [4.231, 3.453, 1.928], [2.006, -4.792, 2.950], [-3.425, 0.844, 3.695], [0.746, 3.326, -4.806], [1.159, -5.856, 2.622], [7.912, 2.320, 2.271], [-5.740, -2.970, -0.411], [-1.418, 5.048, -1.100], [3.799, -2.632, 0.097], [-0.342, -0.952, 4.426], [-4.652, 2.876, 4.340], [-4.357, 2.730, 3.310], [0.860, -0.474, -4.392], [0.517, 1.340, -3.438], [-1.411, 0.077, 0.043]]
}